1.
{"formula": "C4H4O3", "method": "wB97M-V/def2-TZVPD", "e_homo_ev": -7.3, "lumo_ev": 0.3, "smiles": "Oc1ccc(O)o1", "elements": ["O", "C", "C", "C", "C", "O", "O", "H", "H", "H", "H"], "coordinates": [[-0.23245, 1.10205, 2.02651], [0.17675, 0.37677, 0.97634], [0.60355, -0.90961, 0.88592], [0.40665, -1.08295, -0.52903], [-0.18900, 0.03945, -1.06198], [-0.50771, 0.27416, -2.27038], [-0.32954, 0.86343, -0.07925], [-0.94641, 1.76883, 1.83940], [1.11417, -1.73566, 1.47752], [0.48675, -2.07596, -0.82783], [-0.58277, 1.37949, -2.43721]], "nbo_charge": [-0.69, 0.54, -0.37, -0.40, 0.53, -0.63, -0.43, 0.49, 0.25, 0.22, 0.49]}

2.
{"formula": "C4H4O3", "method": "wB97M-V/def2-TZVPD", "e_homo_ev": -7.6, "lumo_ev": 0.5, "smiles": "O=C=CC=C(O)O", "elements": ["O", "C", "C", "C", "C", "O", "O", "H", "H", "H", "H"], "coordinates": [[-2.86761, -0.26319, -0.00587], [-1.87269, 0.34123, 0.08043], [-0.89687, 1.18253, 0.04969], [0.49768, 0.81926, 0.00476], [0.71569, -0.49483, 0.07818], [-0.26851, -1.41580, 0.14408], [1.98277, -1.02779, -0.05824], [-1.22521, 2.23783, -0.22653], [1.26379, 1.47577, 0.08082], [-0.10793, -2.19377, -0.43802], [2.77890, -0.66123, 0.29069]], "nbo_charge": [-0.47, 0.73, -0.57, -0.36, 0.58, -0.68, -0.74, 0.27, 0.22, 0.51, 0.51]}

3.
{"formula": "C4H4O3", "method": "wB97M-V/def2-TZVPD", "e_homo_ev": -10.2, "lumo_ev": 0.6, "smiles": "O=CC1(C=O)CO1", "elements": ["O", "C", "C", "C", "O", "C", "O", "H", "H", "H", "H"], "coordinates": [[-0.57782, 1.03612, -1.93038], [-0.59087, -0.04559, -1.39294], [-0.00183, -0.08091, -0.01826], [-0.27957, 1.28752, 0.57465], [-1.40690, 1.47302, 0.96166], [0.48427, -1.22941, 0.74484], [1.28839, -0.66211, -0.27162], [-0.83555, -0.97740, -1.92261], [0.48761, 2.07976, 0.55673], [0.91594, -1.01992, 1.72173], [0.08462, -2.23351, 0.61921]], "nbo_charge": [-0.50, 0.43, -0.02, 0.43, -0.49, -0.08, -0.45, 0.14, 0.14, 0.20, 0.20]}

4.
{"formula": "C4H4O3", "method": "wB97M-V/def2-TZVPD", "e_homo_ev": -9.8, "lumo_ev": -0.7, "elements": ["O", "C", "C", "C", "O", "C", "O", "H", "H", "H", "H"], "coordinates": [[-2.21413, 1.47650, -0.57784], [-1.59347, 1.33065, 0.44483], [0.33495, -0.50777, 0.01055], [0.61271, -1.75124, 0.49470], [0.04833, -2.31146, -0.47063], [1.19415, 0.28919, -0.83887], [1.72593, 1.26495, -0.34784], [-0.63883, 1.85910, 0.64090], [1.11800, -2.19866, 1.35242], [-1.93973, 0.66550, 1.26087], [1.30847, -0.01972, -1.89405]], "nbo_charge": [-0.52, 0.27, 0.08, 0.27, -0.45, 0.30, -0.52, 0.12, 0.19, 0.11, 0.15]}

Energy relative to the best compared isomer or geometry (same formula, charge and spin) / eV: 2.967, 2.249, 2.820, 5.507